A molecular structure, C10H30CrI2O5S5 in a non-equilibrium geometry. Source: OMol25; level of theory: ωB97M-V/def2-TZVPD.

Calculated values
Total charge: +1
Energy in Ha: -4405.76506
HOMO-LUMO gap (spin up / spin down) in Ha: 0.265 / 0.312
Spin multiplicity: 4
Lowest unoccupied orbital energy (spin up / spin down) in eV: -3.173 / -1.909

The geometry in XYZ format:
```
53
Properties=species:S:1:pos:R:3:lowdin_spin:R:1
I 10.7686 11.4499 11.1535 -0.05
I 6.4763 10.6042 7.7879 -0.05
Cr 8.4627 10.9098 9.4089 3.01
S 6.0094 14.1918 12.3139 0.00
S 9.7746 7.7547 9.0656 0.00
S 7.8948 13.5758 8.5375 0.01
S 9.3623 11.4643 6.3240 0.01
S 6.5451 10.0666 12.0805 0.01
O 7.9652 12.7604 9.8514 0.02
O 9.1118 9.0909 8.9113 0.02
O 7.5409 9.7766 10.8666 0.01
O 9.6428 11.4741 7.8569 0.01
O 6.1215 12.7042 12.3784 0.00
C 7.7797 10.4376 13.3624 0.00
C 10.9336 7.8839 10.4674 0.00
C 8.3430 6.8420 9.7142 0.00
C 5.4123 14.5283 14.0357 0.00
C 10.8433 12.1023 5.5881 0.00
C 6.1739 8.3223 12.4511 0.00
C 6.8379 15.0196 8.6261 0.00
C 9.6941 9.7158 5.7654 0.00
C 7.6303 14.8871 12.6020 0.00
C 9.4059 14.5609 8.7277 0.00
H 10.6177 12.2919 4.5410 0.00
H 10.4611 8.3595 11.3178 0.00
H 11.2598 6.8682 10.5633 0.00
H 6.2999 14.7186 14.6540 0.00
H 9.4196 15.2718 9.5629 0.00
H 10.1911 13.8346 8.8319 0.00
H 11.7243 11.3795 5.6485 0.00
H 8.5926 9.7891 13.0948 0.00
H 8.1288 14.1837 13.2719 0.00
H 8.7601 5.9309 10.0997 0.00
H 11.8053 8.4524 10.1355 0.00
H 11.2292 12.9815 6.1226 0.00
H 7.5433 10.1897 14.4011 0.00
H 6.9897 15.4844 7.6681 0.00
H 9.4502 15.0035 7.7441 0.00
H 10.6736 9.2644 5.8615 0.00
H 5.7354 7.9567 11.5522 0.00
H 7.1736 15.6942 9.4232 0.00
H 8.0964 11.4627 13.1526 0.00
H 8.1169 14.8048 11.6477 0.00
H 7.6568 15.9079 12.9685 0.00
H 5.3987 8.2148 13.2108 0.00
H 5.8116 14.6582 8.8055 0.00
H 7.6851 6.7110 8.8737 0.00
H 7.0988 7.7871 12.6889 0.00
H 4.8781 13.6786 14.3691 0.00
H 4.8044 15.4145 13.9738 0.00
H 9.5076 9.8660 4.7043 0.00
H 8.0458 7.5248 10.4919 0.00
H 8.8688 9.0945 6.1263 0.00
```